{
  "formula": "C4H9FN2",
  "method": "the ωB97M-V functional and the def2-TZVPD basis",
  "max_force_ev_per_a": 5.788,
  "homo_ev": -9.658,
  "charge": 0,
  "e_above_lowest_kj_mol": 408.3,
  "lumo_energy_ev": 0.910,
  "symbols": ["N", "C", "C", "F", "C", "C", "N", "H", "H", "H", "H", "H", "H", "H", "H", "H"],
  "positions_angstrom": [[1.181507, 2.387800, 0.273468], [0.613044, 1.202735, -0.619809], [-0.176084, 0.437791, 0.298041], [0.601979, 0.319316, 1.392243], [-0.680680, -0.938884, -0.179979], [-0.816851, -2.087211, 0.787590], [0.148757, -2.127994, -0.240500], [1.688523, 2.797125, -0.379943], [0.500694, 3.256124, 0.505475], [0.220235, 1.331207, -1.589760], [1.410633, 0.606130, -0.860455], [-0.964754, 1.016120, 0.410171], [-1.488652, -0.897328, -0.883423], [-0.453402, -2.394714, 1.853492], [-1.792692, -2.491224, 0.426992], [0.007742, -2.416992, -1.193605]],
  "forces_ev_per_angstrom": [[-4.837, -0.576, 1.334], [1.290, 2.580, 1.443], [1.557, -3.997, -1.370], [-0.145, -0.929, 1.660], [1.358, 1.399, 2.715], [-2.333, -1.850, -0.067], [2.011, 1.832, -1.553], [3.780, 2.707, -3.447], [1.117, -3.077, -0.764], [-1.332, 1.218, -0.951], [2.821, -1.179, -0.171], [-4.352, 2.451, 1.873], [-0.395, 0.212, -0.315], [-0.762, 1.427, -2.087], [0.548, -0.615, 1.376], [-0.326, -1.601, 0.325]],
  "nbo_charge": [-0.79, -0.26, 0.19, -0.33, -0.10, -0.25, -0.61, 0.33, 0.34, 0.19, 0.20, 0.14, 0.18, 0.24, 0.17, 0.37]
}

{
  "formula": "C5H9Br3O",
  "method": "the ωB97M-V functional and the def2-TZVPD basis",
  "max_force_ev_per_a": 3.677,
  "homo_ev": -8.871,
  "charge": 0,
  "e_above_lowest_kj_mol": 354.3,
  "lumo_energy_ev": -0.406,
  "symbols": ["C", "C", "C", "C", "C", "O", "Br", "Br", "Br", "H", "H", "H", "H", "H", "H", "H", "H", "H"],
  "positions_angstrom": [[0.325497, 0.395468, 1.328611], [1.061848, -1.361408, -0.239360], [0.842099, 1.034098, -0.929846], [0.272590, -0.075074, -0.151999], [-1.174770, -0.529511, -0.528168], [-2.201375, 1.134951, 0.074280], [-1.646278, -0.549316, -2.406092], [-2.007150, -1.846964, 0.415410], [-3.209491, 0.908393, 1.446145], [-0.132242, 1.488554, 1.296990], [1.281175, 0.462938, 1.875676], [-0.256876, -0.261615, 1.985262], [0.633748, -2.126108, -0.943620], [1.238059, -1.675633, 0.815794], [1.971050, -0.936833, -0.559959], [0.333705, 1.989576, -0.680375], [0.761938, 0.852463, -2.094601], [1.906481, 1.096023, -0.704141]],
  "forces_ev_per_angstrom": [[-1.810, 2.313, 0.392], [0.008, -0.655, 0.521], [-0.342, 1.025, -3.515], [-1.778, -1.179, 1.968], [-0.813, 3.559, 0.082], [2.108, -1.527, -2.338], [0.335, 0.120, 0.965], [-0.014, -0.710, 0.345], [-1.007, -0.114, 1.331], [0.769, -2.382, 0.633], [0.194, -0.137, -1.124], [-0.293, 0.285, -0.222], [0.785, 0.629, 0.849], [-0.333, -0.673, -1.081], [1.666, -0.618, -0.761], [0.390, -0.574, -0.362], [0.178, 0.428, 2.234], [-0.043, 0.211, 0.081]],
  "nbo_charge": [-0.62, -0.62, -0.62, -0.20, 0.06, -0.77, 0.15, 0.24, 0.33, 0.24, 0.23, 0.22, 0.23, 0.23, 0.22, 0.24, 0.22, 0.22]
}

{
  "formula": "C43H68FGeN4O4RbSi3",
  "method": "the ωB97M-V functional and the def2-TZVPD basis",
  "max_force_ev_per_a": 0.658,
  "homo_ev": [-8.285, -9.628],
  "multiplicity": 2,
  "charge": 1,
  "e_above_lowest_kj_mol": 0.0,
  "lumo_energy_ev": [-3.079, -3.079],
  "symbols": ["Rb", "C", "C", "C", "C", "C", "C", "C", "C", "C", "H", "H", "H", "H", "H", "H", "H", "H", "H", "H", "H", "H", "F", "C", "C", "C", "C", "O", "C", "C", "N", "C", "C", "C", "C", "C", "C", "N", "C", "C", "N", "C", "C", "C", "O", "O", "H", "H", "H", "H", "H", "H", "H", "H", "H", "H", "H", "H", "H", "H", "H", "H", "H", "H", "O", "C", "C", "C", "C", "C", "C", "C", "C", "N", "H", "H", "H", "H", "H", "H", "H", "H", "H", "H", "H", "C", "Si", "C", "C", "Ge", "Si", "C", "C", "C", "Si", "C", "C", "C", "H", "H", "H", "H", "H", "H", "H", "H", "H", "H", "H", "H", "H", "H", "H", "H", "H", "H", "H", "H", "H", "H", "H", "H", "H", "H", "H"],
  "positions_angstrom": [[-0.130178, 0.768041, 0.177564], [-1.963771, 4.000043, 2.389662], [-2.104953, 2.506818, 2.507684], [-1.237186, 1.755336, 3.295302], [-1.371266, 0.372637, 3.405414], [-0.442111, -0.420609, 4.285620], [-2.399018, -0.253829, 2.709579], [-3.289254, 0.472353, 1.922889], [-4.425201, -0.211514, 1.213118], [-3.122580, 1.848376, 1.823276], [-1.813831, 4.294635, 1.349086], [-1.123451, 4.367944, 2.976427], [-2.867740, 4.498829, 2.743345], [-0.441630, 2.257207, 3.836704], [-0.823663, -0.462753, 5.308107], [0.548993, 0.034765, 4.328758], [-0.336498, -1.445384, 3.929066], [-2.508395, -1.331595, 2.777896], [-4.265546, -1.289082, 1.169471], [-4.523350, 0.160346, 0.193743], [-5.366999, -0.029506, 1.736083], [-3.789746, 2.424407, 1.190415], [-5.387980, -4.003794, -2.328206], [-4.895721, -2.899565, -2.960302], [-4.038041, -2.070896, -2.302542], [-3.565455, -0.926191, -2.945015], [-2.604695, -0.068627, -2.236522], [-2.291680, -0.300993, -1.068815], [-2.065834, 1.023763, -3.009835], [-2.511008, 1.241046, -4.260506], [-3.480603, 0.488628, -4.880705], [-3.843891, 0.789466, -6.241774], [-4.144333, 2.212329, -6.594349], [-5.256613, 1.208578, -6.532214], [-3.970866, -0.637424, -4.255231], [-4.834224, -1.527519, -4.916007], [-5.303667, -2.657709, -4.277281], [-6.188127, -3.535705, -4.955253], [-7.505734, -3.098726, -5.327832], [-8.569379, -3.712075, -4.423691], [-8.429844, -5.212407, -4.490135], [-7.054765, -5.674690, -4.069633], [-6.014150, -4.964943, -4.929905], [-0.916686, 1.791708, -2.367221], [-1.180483, 2.751281, -1.631996], [0.212232, 1.254307, -2.548826], [-3.715430, -2.269396, -1.288494], [-2.115187, 2.043264, -4.868188], [-3.333144, 0.185360, -6.983931], [-3.814590, 2.564425, -7.560492], [-4.095401, 2.943313, -5.799757], [-5.706042, 0.871209, -7.456022], [-5.927240, 1.273096, -5.685894], [-5.117937, -1.359057, -5.944833], [-7.727173, -3.373329, -6.369852], [-7.569494, -2.014673, -5.259729], [-9.582431, -3.460835, -4.734072], [-8.416034, -3.430824, -3.382673], [-8.608301, -5.517716, -5.450133], [-9.136691, -5.656750, -3.904646], [-7.021924, -6.755684, -4.195742], [-6.950992, -5.415009, -3.020256], [-6.075896, -5.361569, -5.954068], [-5.026046, -5.215422, -4.550652], [-0.186160, -1.434535, -3.238251], [0.850245, -2.250227, -2.728084], [0.237798, -3.523853, -2.173904], [-0.498911, -3.315922, -0.842250], [0.447822, -3.232078, 0.325949], [1.023795, -4.385391, 0.858640], [1.911164, -4.281573, 1.913276], [2.208461, -3.026010, 2.422403], [1.592762, -1.934532, 1.840564], [0.735710, -2.024521, 0.819901], [0.056578, -0.492233, -3.133955], [1.409051, -1.727434, -1.942328], [1.564022, -2.503145, -3.520890], [1.019288, -4.279312, -2.048649], [-0.459127, -3.905177, -2.925567], [-1.180872, -4.154522, -0.675929], [-1.094418, -2.402132, -0.888339], [0.772467, -5.352985, 0.442698], [2.365702, -5.168291, 2.336398], [2.898633, -2.896098, 3.245141], [1.784094, -0.928321, 2.205583], [5.744376, 2.497665, -1.302475], [3.905775, 2.119885, -1.170883], [2.912546, 3.510455, -1.930444], [3.540337, 0.509261, -2.054983], [3.412053, 1.915461, 1.152458], [4.904087, 0.473496, 2.309423], [5.283431, -1.037235, 1.261131], [4.204128, -0.044423, 3.976599], [6.503660, 1.409391, 2.625602], [2.893869, 3.939162, 2.274724], [4.384059, 5.080931, 2.204347], [2.482645, 3.585425, 4.073313], [1.449579, 4.754806, 1.403599], [6.022988, 2.658932, -2.347656], [6.345895, 1.669618, -0.920516], [6.012644, 3.394261, -0.739949], [3.134322, 3.575532, -2.999542], [3.168449, 4.470814, -1.477094], [1.839109, 3.339971, -1.826654], [3.956331, 0.535945, -3.066192], [2.460836, 0.376062, -2.150029], [3.966762, -0.350393, -1.533804], [4.380390, -1.571853, 0.960811], [5.924821, -1.733657, 1.808101], [5.813719, -0.740296, 0.353086], [3.223483, -0.520781, 3.904199], [4.096396, 0.829002, 4.623405], [4.882419, -0.743903, 4.472947], [6.926034, 1.792707, 1.694783], [7.249549, 0.762852, 3.095810], [6.331644, 2.260024, 3.288675], [5.252898, 4.623740, 2.681948], [4.177551, 6.027409, 2.711250], [4.651807, 5.306600, 1.169919], [3.395782, 3.386447, 4.639090], [1.831908, 2.715458, 4.179974], [1.985452, 4.441915, 4.536181], [1.750514, 5.106908, 0.415096], [1.083921, 5.614177, 1.972200], [0.614462, 4.067996, 1.257039]],
  "forces_ev_per_angstrom": [[0.254, 0.097, 0.599], [-0.035, -0.002, -0.002], [0.014, -0.006, -0.002], [0.029, 0.017, -0.011], [0.051, 0.005, 0.008], [-0.017, 0.011, 0.023], [-0.004, -0.027, -0.035], [0.017, -0.016, -0.004], [-0.010, 0.009, 0.008], [0.017, -0.011, -0.044], [0.007, 0.004, 0.004], [0.002, 0.000, -0.001], [0.000, -0.001, 0.002], [-0.010, 0.015, 0.007], [-0.001, 0.003, 0.000], [0.006, -0.002, 0.000], [0.000, 0.000, 0.001], [0.004, 0.001, 0.011], [0.002, -0.001, -0.004], [-0.005, 0.003, 0.002], [0.003, -0.004, 0.003], [-0.014, -0.010, 0.002], [-0.006, 0.006, 0.013], [-0.006, -0.001, -0.031], [0.001, 0.009, -0.023], [0.024, -0.001, -0.005], [-0.065, 0.023, -0.035], [-0.135, -0.097, -0.058], [-0.013, 0.037, -0.010], [-0.014, -0.004, 0.006], [0.012, -0.010, -0.007], [0.002, 0.004, 0.013], [0.004, 0.001, -0.005], [-0.011, 0.000, -0.002], [0.002, -0.001, -0.016], [-0.007, 0.006, 0.000], [-0.035, -0.013, 0.029], [0.052, -0.001, -0.019], [-0.018, 0.015, 0.001], [0.011, 0.008, -0.003], [-0.004, 0.000, -0.001], [0.009, 0.000, -0.012], [-0.013, -0.022, 0.017], [-0.016, 0.008, -0.135], [-0.076, -0.025, -0.105], [-0.025, -0.075, -0.123], [-0.006, -0.005, -0.001], [0.003, 0.001, 0.001], [-0.003, 0.000, -0.002], [0.001, 0.000, 0.000], [-0.001, 0.001, -0.001], [0.004, 0.001, -0.003], [0.003, 0.004, 0.002], [0.007, 0.008, -0.002], [0.011, 0.004, 0.000], [-0.010, -0.001, -0.004], [-0.001, 0.001, 0.002], [-0.003, 0.001, 0.000], [0.000, 0.002, 0.000], [0.000, -0.001, -0.003], [-0.001, -0.001, 0.006], [0.003, 0.004, 0.004], [-0.001, 0.013, -0.002], [-0.001, -0.005, -0.011], [-0.049, 0.019, -0.020], [0.040, -0.010, 0.027], [0.016, -0.028, -0.025], [0.005, -0.018, 0.020], [0.017, 0.026, 0.051], [0.024, 0.013, -0.004], [0.004, -0.055, 0.003], [0.023, 0.035, 0.017], [-0.092, -0.031, -0.104], [-0.019, 0.029, -0.027], [0.022, 0.094, 0.038], [-0.001, -0.009, -0.002], [0.008, 0.014, -0.001], [-0.008, -0.009, 0.000], [-0.008, 0.001, 0.016], [0.002, -0.002, 0.021], [0.003, 0.003, -0.026], [-0.008, 0.004, -0.009], [-0.001, 0.000, 0.001], [-0.008, 0.009, -0.008], [0.061, -0.022, -0.005], [-0.001, -0.005, 0.005], [-0.018, -0.015, -0.020], [0.034, 0.005, 0.001], [-0.015, 0.006, -0.005], [0.019, -0.069, 0.003], [0.008, 0.006, 0.008], [0.006, 0.013, -0.013], [-0.030, -0.007, 0.012], [-0.013, -0.002, 0.000], [0.006, -0.003, -0.040], [-0.005, 0.000, -0.011], [-0.008, -0.005, 0.026], [0.000, 0.017, -0.010], [0.000, -0.002, -0.001], [0.005, 0.001, 0.001], [0.000, 0.003, -0.003], [-0.004, 0.006, 0.001], [-0.012, 0.007, -0.005], [-0.003, -0.007, 0.002], [0.002, -0.007, 0.001], [0.008, 0.008, 0.006], [0.000, -0.006, -0.002], [-0.005, 0.005, 0.008], [0.004, 0.000, 0.000], [-0.004, -0.014, -0.010], [0.034, 0.014, -0.014], [-0.013, -0.003, 0.014], [0.005, 0.002, 0.005], [0.010, -0.001, 0.002], [-0.005, -0.009, 0.003], [0.006, 0.003, -0.001], [0.002, 0.011, 0.001], [-0.009, -0.002, 0.007], [0.003, 0.005, 0.000], [-0.006, -0.016, 0.007], [-0.013, 0.011, -0.002], [0.013, 0.002, 0.007], [-0.005, 0.000, 0.001], [0.000, 0.009, -0.013], [-0.009, -0.005, 0.022]],
  "mulliken_spin": [0.08, 0.00, 0.00, 0.02, 0.01, 0.00, 0.00, 0.00, 0.00, 0.00, 0.00, 0.00, 0.00, -0.01, 0.00, 0.01, 0.00, 0.00, 0.00, 0.00, 0.00, 0.00, 0.00, 0.00, 0.00, 0.00, -0.01, -0.03, 0.00, 0.00, 0.00, 0.00, 0.00, 0.00, 0.00, 0.00, 0.00, 0.00, 0.00, 0.00, 0.00, 0.00, 0.00, 0.01, 0.00, 0.01, 0.00, 0.00, 0.00, 0.00, 0.00, 0.00, 0.00, 0.00, 0.00, 0.00, 0.00, 0.00, 0.00, 0.00, 0.00, 0.00, 0.00, 0.00, 0.00, 0.00, 0.00, 0.00, -0.01, 0.00, 0.00, 0.03, -0.14, -0.03, 0.00, 0.00, 0.00, 0.00, 0.00, 0.00, 0.00, 0.00, 0.00, 0.00, 0.14, 0.05, -0.02, 0.01, 0.03, 0.69, 0.02, 0.01, 0.02, 0.04, 0.02, 0.04, 0.01, 0.02, 0.00, 0.00, 0.00, 0.00, 0.00, 0.00, 0.00, -0.01, 0.00, 0.00, 0.00, 0.00, 0.00, 0.00, 0.00, -0.01, 0.00, 0.00, 0.00, 0.00, 0.00, 0.00, 0.00, 0.00, 0.00, 0.00, 0.00]
}